(1)
{"formula": "C14H19ClMnN2O3", "method": "ωB97M-V/def2-TZVPD", "elements": ["Cl", "C", "C", "C", "H", "C", "C", "H", "H", "H", "C", "Mn", "C", "C", "O", "O", "H", "H", "H", "C", "N", "C", "C", "C", "N", "C", "C", "O", "H", "H", "H", "H", "H", "H", "H", "H", "H", "H", "H", "H"], "coordinates": [[-3.8281, 1.4549, -1.7250], [0.6664, -1.6604, -1.4803], [1.7858, -0.8643, -0.9804], [1.5928, 0.4904, -1.4345], [2.6902, -1.2199, -0.5064], [0.3503, 0.5765, -2.1446], [-0.2255, -0.7648, -2.1820], [-1.1608, -0.9681, -2.6810], [0.5356, -2.7353, -1.3232], [2.3219, 1.2886, -1.4172], [-0.1208, 1.7566, -2.9316], [-0.0440, -0.2250, -0.2270], [0.3398, -1.3228, 1.2083], [-1.8685, -0.3007, 0.0455], [0.3727, -1.7711, 2.2889], [-2.8045, -0.3188, 0.7151], [0.2291, 2.6984, -2.4913], [-1.2160, 1.7583, -2.9536], [0.2411, 1.7341, -3.9746], [-1.9835, 2.6075, 3.0266], [-0.6085, 2.4862, 3.4172], [-0.2041, 3.0514, 4.6945], [1.1138, 2.4663, 5.1155], [2.0712, 2.5507, 3.9646], [1.5286, 1.7854, 2.8499], [2.4657, 1.1580, 1.9496], [0.2107, 1.8585, 2.5370], [-0.2846, 1.3860, 1.4836], [-2.0726, 3.1401, 2.0648], [-2.5043, 3.1638, 3.8203], [-2.4454, 1.6130, 2.8974], [-0.1272, 4.1515, 4.6170], [-1.0118, 2.8406, 5.4139], [0.9739, 1.4169, 5.3821], [1.5109, 3.0019, 5.9761], [3.0594, 2.1295, 4.1918], [2.2230, 3.6084, 3.6586], [2.3792, 1.5556, 0.9213], [3.4822, 1.3603, 2.3376], [2.3105, 0.0660, 1.9126]], "atomic_forces_ev_per_a": [[0.0, 0.1, -0.1], [0.0, 0.5, -0.6], [-0.5, 0.5, -1.4], [-0.8, -1.1, -0.7], [-0.2, -0.1, 0.1], [1.1, -1.1, -0.8], [1.5, 0.5, -0.1], [0.0, -0.3, 0.1], [0.0, 0.5, -0.1], [-0.1, 0.1, 0.5], [-0.3, 0.3, 0.2], [1.3, 1.6, 1.2], [-1.5, -1.5, 4.7], [-2.9, -0.8, 3.5], [0.5, 1.2, -4.0], [1.6, 0.1, -2.3], [-0.1, -0.2, -0.1], [0.2, 0.1, -0.1], [-0.1, -0.2, 0.5], [-1.0, 0.5, 0.2], [-0.5, 0.6, 0.5], [-0.1, 0.0, 0.5], [0.1, -0.2, 0.4], [0.7, 0.3, 0.2], [-0.1, 0.6, 0.0], [0.9, -0.2, -0.4], [0.0, -1.4, -2.3], [0.9, 0.1, 0.6], [0.1, -0.2, 0.2], [0.1, -0.3, -0.4], [0.3, 0.2, 0.0], [-0.2, -0.2, -0.3], [0.2, 0.1, -0.3], [0.1, 0.0, 0.2], [0.0, 0.0, 0.0], [-0.4, 0.2, 0.1], [0.0, -0.4, -0.1], [-0.1, -0.1, 0.5], [-0.6, -0.2, -0.3], [0.0, 0.5, 0.1]], "lumo_energy_ev": [-6.28, -11.05], "de_lowest_kcal_mol": 43.67, "total_charge": 2, "spin_multiplicity": 4, "gap_ev": [9.5659, 4.7509]}

=====

(2)
{"formula": "C14H19N3O2S2", "method": "ωB97M-V/def2-TZVPD", "elements": ["C", "C", "C", "C", "C", "C", "N", "N", "C", "N", "S", "O", "O", "C", "C", "C", "C", "C", "C", "C", "S", "H", "H", "H", "H", "H", "H", "H", "H", "H", "H", "H", "H", "H", "H", "H", "H", "H", "H", "H"], "coordinates": [[0.7848, 0.5574, 4.1508], [1.8577, 1.2187, 3.2860], [2.7678, 0.1525, 2.6767], [2.6956, 2.1650, 4.1521], [1.2026, 2.0637, 2.1770], [0.2840, 1.3406, 1.2654], [0.1195, 0.0810, 1.1508], [-0.7611, -0.3015, 0.2298], [-1.3108, 0.6820, -0.3963], [-2.2195, 0.5195, -1.3860], [-3.2979, -0.8111, -1.3122], [-3.8322, -0.8988, 0.0096], [-4.2022, -0.5764, -2.3935], [-2.1984, -2.2116, -1.6543], [-1.3945, -1.8655, -2.8553], [-1.9966, -1.8250, -4.1081], [-1.2664, -1.4454, -5.2203], [0.0704, -1.1053, -5.0928], [0.6754, -1.1452, -3.8479], [-0.0532, -1.5211, -2.7330], [-0.7418, 2.2571, 0.1383], [1.2484, 0.0115, 4.9688], [0.1992, -0.1395, 3.5591], [0.1171, 1.3051, 4.5738], [2.1875, -0.5261, 2.0599], [3.2522, -0.4192, 3.4645], [3.5404, 0.6121, 2.0635], [3.1891, 1.6082, 4.9447], [2.0698, 2.9275, 4.6112], [3.4600, 2.6605, 3.5572], [1.9879, 2.5212, 1.5655], [0.6404, 2.8832, 2.6343], [-2.5991, 1.3454, -1.8193], [-2.8630, -3.0583, -1.8063], [-1.6011, -2.3287, -0.7559], [-3.0417, -2.0758, -4.2021], [-1.7414, -1.4150, -6.1893], [0.6394, -0.8106, -5.9619], [1.7177, -0.8821, -3.7443], [0.4142, -1.5496, -1.7604]], "atomic_forces_ev_per_a": [[0.1, 0.0, -0.1], [0.0, 0.0, 0.0], [-0.1, 0.1, 0.0], [-0.2, -0.1, -0.2], [0.3, 0.1, 0.3], [-0.5, 0.7, -0.6], [0.8, -0.1, 1.0], [-0.8, -0.5, -0.9], [0.9, 1.0, 0.8], [-0.9, -0.7, -0.4], [-0.1, 0.4, 0.4], [0.3, -0.2, 0.1], [0.1, 0.0, -0.4], [-0.4, 0.7, 0.2], [0.3, -0.1, -0.5], [0.1, -0.1, 0.0], [0.0, 0.0, -0.1], [0.0, 0.0, 0.0], [0.1, 0.0, 0.0], [0.0, -0.1, 0.0], [0.0, -0.9, 0.1], [0.1, -0.1, 0.1], [-0.1, -0.1, 0.1], [-0.1, 0.1, 0.1], [0.1, -0.1, 0.0], [0.1, -0.1, 0.1], [0.1, 0.1, -0.1], [0.1, -0.1, 0.1], [-0.1, 0.1, 0.1], [0.1, 0.1, -0.1], [0.0, 0.1, 0.0], [0.1, 0.0, 0.0], [-0.2, -0.1, -0.2], [-0.2, 0.0, 0.0], [0.0, -0.1, 0.0], [-0.1, 0.0, 0.0], [0.0, 0.0, -0.1], [0.0, 0.0, -0.1], [0.1, 0.0, 0.0], [0.0, 0.0, 0.1]], "lumo_energy_ev": 0.40, "de_lowest_kcal_mol": 45.75, "total_charge": 0, "smiles": "CC(C)(C)Cc1nnc(NS(=O)(=O)Cc2ccccc2)s1", "gap_ev": 9.6460}

=====

(3)
{"formula": "C14H19N3O3S2", "method": "ωB97M-V/def2-TZVPD", "elements": ["C", "C", "C", "C", "S", "C", "C", "C", "C", "C", "N", "C", "C", "C", "C", "N", "C", "S", "H", "H", "H", "H", "H", "H", "H", "H", "H", "H", "H", "H", "H", "H", "H", "H", "H", "H", "H", "N", "O", "O", "O"], "coordinates": [[2.0446, 3.3569, 0.1941], [1.3219, 2.4454, -0.5421], [0.9143, 1.2229, 0.1759], [-0.4423, 1.0722, 0.5139], [-1.5507, 2.3773, 0.0299], [-0.8759, -0.0671, 1.1719], [-2.2757, -0.4618, 1.5948], [-3.0678, 0.6243, 2.3221], [-3.0121, -1.1186, 0.3732], [-4.0663, -0.2642, -0.3363], [0.0659, -0.9922, 1.4551], [1.3793, -0.9188, 1.1532], [2.2575, -2.0714, 1.5603], [2.9908, -2.7418, 0.3879], [1.8307, 0.1986, 0.4985], [3.1918, 0.3603, 0.1008], [3.2702, 0.1566, -1.1211], [3.4120, -0.1588, -2.6114], [3.0277, 3.0547, 0.5535], [1.6292, 4.3245, 0.4562], [1.0974, 2.5078, -1.6074], [-1.7793, 2.0835, -1.2628], [-2.1354, -1.2642, 2.3264], [-3.8815, 0.1375, 2.8643], [-3.4902, 1.3799, 1.6740], [-2.4528, 1.1020, 3.0874], [-2.2453, -1.3937, -0.3551], [-3.4433, -2.0577, 0.7202], [-4.0564, -0.5275, -1.3950], [-5.0726, -0.4687, 0.0267], [-3.8746, 0.8033, -0.2874], [-0.2422, -1.8390, 1.9159], [1.6322, -2.8331, 2.0314], [2.9958, -1.7026, 2.2738], [2.3060, -3.0279, -0.4102], [3.8202, -2.1575, 0.0066], [3.4082, -3.6783, 0.7641], [1.3395, 0.6383, -5.0836], [1.9566, -0.4107, -5.3888], [1.8895, 1.7465, -5.2199], [0.1831, 0.5630, -4.6109]], "atomic_forces_ev_per_a": [[-0.3, -0.7, -0.3], [0.5, 0.1, 0.0], [1.3, -1.1, -0.4], [-0.1, 0.1, -0.7], [-0.4, 0.3, 0.3], [0.0, 0.1, 0.2], [-0.1, 0.0, -0.4], [0.0, -0.3, 0.5], [0.3, 0.3, 0.2], [0.0, -0.4, -0.3], [0.0, 0.1, 0.1], [0.6, -0.2, 0.2], [-0.1, 0.1, -0.6], [0.0, -0.6, 0.3], [-0.2, 0.8, 0.3], [-0.9, -0.5, -0.1], [0.9, -0.1, 0.0], [-0.1, 0.1, -0.4], [-0.8, -0.4, 1.7], [0.9, 0.8, -1.5], [-1.7, 1.0, 0.4], [0.4, -0.3, 0.0], [0.1, 0.0, 0.0], [-0.1, 0.0, -0.1], [0.1, 0.0, 0.0], [0.0, 0.1, -0.1], [0.0, -0.1, 0.0], [-0.1, 0.0, -0.1], [-0.1, 0.0, 0.0], [0.0, 0.1, 0.1], [0.0, 0.0, 0.1], [0.0, 0.0, 0.0], [0.1, 0.1, 0.2], [-0.1, 0.0, 0.1], [0.0, 0.2, -0.1], [-0.1, 0.1, -0.1], [0.1, 0.0, 0.0], [0.1, -0.1, 0.2], [0.0, 0.1, 0.2], [0.0, 0.0, 0.1], [0.0, 0.0, 0.1]], "lumo_energy_ev": -1.39, "de_lowest_kcal_mol": 237.52, "total_charge": 0, "gap_ev": 5.4052}

=====

(4)
{"formula": "C14H19N3O4", "method": "ωB97M-V/def2-TZVPD", "elements": ["C", "C", "C", "C", "C", "C", "C", "N", "O", "O", "C", "O", "N", "H", "C", "C", "N", "C", "C", "O", "C", "C", "H", "H", "H", "H", "H", "H", "H", "H", "H", "H", "H", "H", "H", "H", "H", "H", "H", "H"], "coordinates": [[5.8356, 0.4721, 0.5050], [4.7327, -0.3972, 0.2306], [4.8498, -1.6819, 0.2887], [3.6498, -2.6317, 0.1270], [2.3685, -2.2390, -0.2537], [2.1362, -0.7743, -0.1277], [3.2162, 0.0096, 0.1573], [3.0493, 1.5788, -0.1605], [3.8817, 2.3106, -0.5630], [2.0437, 1.8892, 0.3992], [0.8068, 0.0976, -0.5856], [0.5960, 0.4001, -1.8349], [-0.0729, -0.3569, 0.2254], [0.1837, -0.3390, 1.3167], [-1.4240, 0.3642, 0.0099], [-2.5630, -0.6929, 0.5783], [-3.7627, -0.3923, 0.0475], [-4.7761, -1.3871, -0.0278], [-5.9434, -0.7120, -0.7720], [-6.6365, 0.2497, 0.1995], [-5.7455, 1.2661, 0.1185], [-4.4952, 0.9085, 0.9815], [-3.7003, 1.7762, 0.9249], [-4.6249, 0.4996, 2.0272], [-6.1867, 2.1832, 0.6030], [-5.4136, 1.7313, -0.7895], [-6.7812, -1.8012, -0.7544], [-5.8141, -0.2798, -1.7543], [-4.3974, -2.1344, -0.6531], [-4.9122, -1.8236, 0.9497], [-2.2286, -1.4678, -0.1355], [-2.5200, -0.9135, 1.4092], [-1.5002, 1.3122, 0.7807], [-1.5044, 0.5427, -0.9343], [1.4547, -2.7683, -0.2478], [3.7570, -3.4672, 0.2575], [5.6875, -2.1989, 0.3378], [6.6128, -0.0974, 1.0685], [6.0575, 0.9592, -0.5147], [5.4725, 1.4230, 1.2002]], "atomic_forces_ev_per_a": [[0.3, 4.3, 0.6], [-5.8, 2.0, 0.9], [-6.4, -4.3, -1.0], [-2.2, 17.2, -3.2], [1.5, 3.7, 2.4], [1.7, 1.9, -1.8], [4.1, 1.0, -2.7], [0.1, -4.0, 2.9], [1.3, 0.5, -1.4], [-2.6, 2.2, 0.4], [3.9, -3.5, -6.9], [1.2, -0.1, 5.3], [-5.1, 2.4, 5.7], [-0.4, -0.3, -3.5], [-0.4, -1.6, 10.6], [3.8, 3.5, -17.3], [-4.3, 5.8, 1.2], [0.3, 2.2, -0.9], [-4.8, -5.2, 4.0], [0.7, -2.4, -3.7], [1.3, 3.5, 4.7], [2.8, -1.0, -2.7], [-1.6, -1.8, 0.3], [-0.3, 0.6, -1.2], [0.0, -0.8, 0.0], [0.1, -0.8, -1.3], [2.1, 3.6, -0.7], [0.3, 0.0, 0.0], [0.5, -1.6, -1.1], [-1.3, -0.3, 0.4], [0.1, -0.9, 1.0], [1.3, -3.8, 15.2], [0.6, -1.9, -2.4], [-0.9, 1.3, -5.6], [-0.4, -1.3, -0.4], [2.7, -16.1, 2.3], [4.2, -1.9, 0.6], [-0.2, 0.8, -1.0], [0.7, -0.6, 1.8], [1.1, -2.5, -1.7]], "lumo_energy_ev": -0.05, "de_lowest_kcal_mol": 392.89, "total_charge": 0, "gap_ev": 8.7873}

=====

Q: What is the formula in the second record?
A: C14H19N3O2S2